{"formula": "C2H14N2O3", "method": "ωB97M-V/def2-TZVPD", "homo_lumo_gap_ev": 9.21, "max_force_ev_per_a": 2.50, "e_above_lowest_ev": 1.168, "homo_ha": -0.316, "charge": 0, "smiles": "NCCN.O.O.O", "symbols": ["O", "H", "H", "H", "H", "H", "N", "H", "H", "H", "C", "O", "H", "H", "H", "H", "C", "O", "H", "H", "N"], "positions_angstrom": [[1.431470, 0.480551, -2.341329], [-0.213799, -0.119419, 1.954155], [-0.464021, -2.475988, 3.192142], [-3.328450, 2.902058, -2.162625], [-2.874605, 1.469015, -2.188198], [1.944003, 1.283326, -2.280920], [-0.018510, -2.689895, 2.323503], [1.551927, 0.277144, -3.274985], [1.910729, 2.195056, 0.935861], [-0.281311, -2.571964, 0.276412], [-0.575436, -2.026661, 1.186108], [-2.593216, 2.360311, -2.466913], [0.968909, -0.590843, 0.820842], [3.262420, 1.896688, 0.281986], [0.975164, -2.830941, 2.412659], [-1.661819, -2.091984, 1.205225], [-0.122745, -0.574003, 0.948879], [2.323272, 2.093103, 0.073972], [-0.617268, -0.248947, -0.888365], [-0.669517, 1.111514, 0.005259], [-0.947201, 0.151884, -0.013663]], "forces_ev_per_a": [[0.0539, -0.2901, -0.5773], [-0.2427, 0.2335, -0.3278], [0.0601, 0.1886, 0.3103], [0.0750, 0.1887, -0.0590], [0.4083, 0.4076, -0.1593], [0.1199, 0.5516, 0.6712], [-0.1647, -0.6302, 0.2981], [-0.2627, -0.3542, -0.0460], [-0.0874, 0.0065, 0.0394], [-0.1111, -0.1895, 0.1362], [0.4991, 0.1698, -1.5453], [-0.4416, -0.6071, 0.2717], [-0.0503, 0.1342, -0.6979], [-0.9063, 0.1650, -0.2100], [-0.1032, 0.3134, -0.2386], [-0.0766, 0.1579, 0.2282], [-0.3010, -0.0580, 2.4861], [1.0378, -0.1344, 0.1587], [-0.3365, 0.6680, -0.4409], [0.1597, 0.6063, -0.3433], [0.6703, -1.5276, 0.0456]]}



{"formula": "C2H14N2O4", "method": "ωB97M-V/def2-TZVPD", "homo_lumo_gap_ev": 7.91, "max_force_ev_per_a": 3.91, "e_above_lowest_ev": 2.734, "homo_ha": -0.282, "charge": 0, "smiles": "N/C=C/N.O.O.O.O", "symbols": ["H", "O", "H", "O", "H", "H", "C", "H", "N", "H", "H", "C", "H", "O", "H", "N", "H", "H", "H", "O", "H", "H"], "positions_angstrom": [[0.752520, 0.783490, -3.629386], [-2.685751, -0.204853, 3.048782], [-0.299497, 0.047084, -0.507547], [0.241092, 3.301238, 1.205746], [0.301308, 1.010108, 1.374448], [3.684384, -2.019667, -0.123015], [-0.592567, -0.779607, -1.195360], [2.488235, -1.462247, 0.249534], [1.095448, 0.076215, -2.955096], [-1.989601, -0.932388, 2.889270], [-0.301156, -1.393788, -3.365444], [0.008185, -0.746187, -2.478286], [0.181017, -0.184722, 2.293372], [-0.080831, 0.797464, 2.276644], [-1.823868, -2.203844, -1.535874], [-1.690849, -1.566460, -0.797402], [-0.560737, 3.875299, 1.563492], [-2.211407, 0.594259, 3.073958], [1.704028, 0.454784, -2.239936], [3.424016, -1.252622, 0.432492], [0.220320, 3.584996, 0.238376], [-1.864284, -1.778544, 0.181230]], "forces_ev_per_a": [[0.5500, -0.5176, 0.8083], [0.2591, -3.6600, -0.3390], [-0.1258, -0.8869, -0.4172], [-2.6707, 2.6238, -1.1223], [-0.7617, 0.4494, 1.6486], [1.1004, 0.6477, 0.4798], [1.4769, 1.5106, -2.2703], [-0.1938, 1.0070, 0.6743], [-0.8708, 0.1186, 0.1731], [-1.6986, 2.0453, 0.4799], [-0.1011, 0.4945, 1.6960], [-1.2635, -0.8389, 1.2456], [-0.6011, 2.0298, 0.4410], [1.5132, -2.5158, -1.8349], [-0.9270, -1.4647, -0.0185], [1.3091, 1.5382, -0.3338], [2.5071, -1.9353, -0.8617], [1.2960, 1.5175, -0.1223], [-0.2673, 0.2110, -0.0989], [-0.9814, -1.6497, -1.2323], [0.2254, -0.5751, 1.7676], [0.2255, -0.1492, -0.7631]]}



{"formula": "C2H14N2O4", "method": "ωB97M-V/def2-TZVPD", "homo_lumo_gap_ev": [10.28, 6.07], "max_force_ev_per_a": 8.62, "e_above_lowest_ev": 3.311, "homo_ha": [-0.548, -0.548], "charge": 1, "spin_multiplicity": 2, "symbols": ["N", "O", "H", "O", "H", "H", "H", "H", "N", "H", "H", "H", "H", "C", "C", "H", "H", "H", "H", "O", "O", "H"], "positions_angstrom": [[-1.077509, -0.702116, -1.357691], [1.766237, 1.821246, 1.502856], [-1.132812, 0.305678, 1.299461], [-1.674836, 2.996123, -0.210457], [0.457920, 0.646002, 1.137191], [0.705255, -3.217999, -0.761884], [1.418345, -1.211546, 2.546351], [2.507257, 1.707214, 2.148333], [-0.387243, 0.521059, 0.681109], [-2.617272, 0.685974, -1.279254], [-2.960579, -0.958233, -0.589967], [-2.709218, -0.612056, -2.503284], [0.723243, -1.911998, -1.602765], [-2.461833, -0.376297, -1.438720], [-0.271314, -0.157414, -0.510039], [2.228091, 2.165513, 0.821003], [2.030825, -1.566473, 1.116539], [0.740892, -0.371999, -0.896602], [-2.119478, 2.749322, -1.017780], [2.222068, -1.713781, 1.962377], [1.264350, -2.620989, -1.252801], [-1.242874, 2.199471, -0.004512]], "forces_ev_per_a": [[-1.0675, 0.0041, 1.8471], [-0.6893, -1.9730, 4.3242], [-1.2749, 0.0921, 0.4112], [-0.7446, 1.1095, -0.3561], [2.7030, 1.0058, 1.1836], [-0.4180, -0.2962, 0.0961], [3.5459, -2.2792, -2.5168], [-1.0955, -0.0975, -0.2478], [-1.8140, -2.9219, -3.6083], [-0.2314, 0.1012, 0.1541], [0.2337, 0.2517, -1.4338], [-0.8035, -0.3042, 1.1839], [-0.2859, -0.8672, -0.3906], [-0.1627, 0.1035, -0.9516], [1.8584, 0.6357, 0.6901], [2.0418, 2.0591, -3.9947], [-1.2498, 0.8427, -5.6933], [0.2403, 1.2206, 0.7815], [-0.4805, 0.5465, -0.5707], [-2.2561, 1.3314, 8.2075], [0.8219, 0.6071, 0.0741], [1.1287, -1.1718, 0.8101]]}



{"formula": "C2H14N2Si3", "method": "ωB97M-V/def2-TZVPD", "homo_lumo_gap_ev": 9.63, "max_force_ev_per_a": 3.82, "e_above_lowest_ev": 1.415, "homo_ha": -0.328, "charge": 0, "smiles": "CN(C)[SiH2]N([SiH3])[SiH3]", "symbols": ["H", "H", "C", "Si", "Si", "H", "Si", "H", "H", "H", "H", "N", "H", "C", "H", "H", "H", "H", "H", "H", "N"], "positions_angstrom": [[-1.627900, -2.128360, 1.101126], [-3.193670, -0.669599, 1.519511], [1.258510, 0.052074, 1.365261], [-2.532903, -1.280872, 0.267871], [-1.788584, 1.765486, -0.097632], [0.581497, -0.319375, -2.612076], [0.330011, -0.676614, -1.242028], [-3.563128, -1.675940, -0.704368], [3.029250, 1.205941, -0.545288], [1.955815, -0.595141, 1.925926], [3.573868, -0.272262, 0.123531], [1.482759, -0.206463, -0.073277], [-3.114017, 1.861030, 0.678850], [2.833549, 0.134777, -0.589790], [2.876524, -0.119936, -1.671193], [-0.621009, 2.412806, 0.599222], [-1.681173, 2.479550, -1.487251], [1.442902, 1.105985, 1.421248], [0.205490, -2.151059, -1.514758], [0.258324, -0.207021, 1.750846], [-1.625430, -0.011127, -0.467783]], "forces_ev_per_a": [[-0.1273, -0.7357, -0.8502], [-0.1923, -0.2239, -0.8457], [0.3528, -1.0058, -0.9784], [0.1429, 1.9258, 1.6467], [0.1124, -1.6554, -1.5078], [0.2464, 1.0592, -0.4974], [-3.2270, -0.1400, 2.0349], [0.0399, -0.8180, 0.1569], [-0.2613, 0.3980, 0.0111], [0.0139, 0.6546, 0.0445], [0.0227, -0.4906, -0.9722], [-0.3291, -0.1920, -0.9286], [0.9294, 0.2745, -0.5796], [-0.8367, 0.2882, 0.7390], [0.5389, -0.3455, 0.9244], [-0.4061, -0.3697, 0.1905], [-0.5057, -0.3997, 1.1580], [0.1597, 0.6065, 1.1195], [-0.3540, 0.2356, 0.6783], [0.2432, 0.2338, -0.6940], [3.4374, 0.7001, -0.8500]]}



{"formula": "C2H14N6", "method": "ωB97M-V/def2-TZVPD", "homo_lumo_gap_ev": 9.13, "max_force_ev_per_a": 3.97, "e_above_lowest_ev": 1.876, "homo_ha": -0.302, "charge": 0, "smiles": "NC(N)C(N)N.NN", "symbols": ["H", "N", "N", "C", "N", "N", "H", "H", "H", "H", "H", "H", "H", "H", "H", "N", "H", "H", "H", "H", "N", "C"], "positions_angstrom": [[-1.555667, 0.298217, -0.305815], [0.751064, 0.685671, 2.208194], [-1.271099, 2.136116, 0.762716], [-0.768370, 0.873109, 0.210931], [0.285603, 1.119437, -0.761223], [0.619224, -2.243669, -1.492412], [1.115482, 1.448011, -0.276454], [-1.924235, 1.960771, 1.519249], [1.652831, 0.614344, 1.748336], [-0.028952, -1.756903, -0.179868], [1.372555, -1.929381, -0.841381], [-1.757399, 2.673898, 0.052771], [0.003951, 1.857737, -1.398867], [0.933775, -3.125831, -1.897018], [0.461752, -1.842976, 1.698275], [0.304432, -1.228935, 0.905519], [-1.132099, -0.141112, 2.048971], [0.482343, -0.364171, -2.095672], [0.511751, 1.666435, 2.320421], [-0.350761, -1.431076, -3.037567], [0.544462, -1.272264, -2.577795], [-0.250643, 0.002572, 1.388689]], "forces_ev_per_a": [[0.1019, 0.0732, 0.1026], [0.0280, -0.0336, -0.0593], [0.0178, -0.0783, 0.0320], [0.0125, -0.1786, 0.0698], [0.0061, 0.0443, 0.0286], [0.7844, -0.0031, 0.0753], [-0.0479, 0.0583, -0.0272], [-0.0679, 0.0125, -0.0637], [-0.0222, -0.0167, 0.0332], [0.3893, 1.3642, 3.7050], [-0.2785, -0.2733, -1.1218], [0.0094, -0.0586, 0.0953], [0.0443, 0.0045, 0.0636], [-0.1371, 0.1867, 0.1182], [-0.1696, -0.2431, -0.4143], [-0.6795, -0.9025, -2.1781], [0.1302, 0.0122, -0.1767], [-0.0608, -0.2766, -0.1695], [0.0222, -0.0379, 0.0144], [0.0849, 0.0659, 0.2370], [0.1768, 0.0265, -0.0255], [-0.3443, 0.2541, -0.3390]]}



> Number 4 is which compound?

C2H14N2Si3